Computed, not measured: a cluster of 8 separate species, C32H64O8 in total, with the ωB97M-V functional and the def2-TZVPD basis.

Each line ends with the Mulliken charge.
CARTESIAN COORDINATES (ANGSTROEM)
H1 4.62855 2.54167 5.16255  0.290
H2 -2.76430 1.34864 0.85576  0.014
H3 -1.16470 0.59501 -5.73863  0.394
O1 0.20626 5.31342 0.54606  -0.463
H4 -1.96174 -1.23095 -4.48289  -0.524
C1 2.88203 3.32186 4.05792  -0.162
H5 4.38605 -0.14272 -0.40923  0.097
H6 -3.36351 3.42197 -2.72225  0.362
C2 -2.30248 -4.55463 3.66146  -0.341
C3 2.00106 2.10271 3.81135  0.392
H7 -2.19676 -4.43345 2.58339  0.064
H8 -3.80758 2.84201 0.78936  0.341
O2 -4.36753 1.34599 -0.49494  -0.425
C4 -0.49410 -2.62588 -5.07573  -0.449
C5 2.32381 0.99891 4.85947  -0.498
H9 -2.47168 -2.89823 0.10652  -0.430
H10 -2.13474 -2.41231 -2.05974  -0.451
H11 0.34136 3.36013 0.28532  -0.115
C6 -3.32319 2.04289 0.22824  -0.287
H12 -4.05164 -1.24727 -0.00664  -0.098
C7 2.44498 5.65488 0.99420  -0.594
H13 0.82680 6.99561 1.52112  0.309
H14 0.52877 -4.35228 2.96812  0.216
H15 3.08955 0.29993 4.52306  0.318
H16 -3.25397 -4.99577 3.95838  0.398
C8 5.09323 -0.29470 -2.38060  -0.832
O3 -5.17912 -2.12813 -1.49707  -0.509
C9 0.05876 -4.33111 3.95135  -0.416
H17 -0.58624 -2.34568 1.21122  0.003
H18 3.55321 3.60974 3.24876  0.207
O4 2.82938 1.80928 5.87012  -0.454
H19 1.33854 0.96858 0.72628  -0.928
H20 3.56735 -2.57916 -3.33447  0.334
C10 -4.17587 -2.04980 -2.50809  -0.197
H21 -3.82451 -1.01818 -2.48813  -0.164
H22 -1.56522 2.09482 -0.82420  -0.957
C11 -1.04307 -5.32610 4.17168  -0.615
H23 -4.40782 -2.23396 -3.55708  0.445
H24 0.97954 -0.31264 2.65981  -0.413
C12 -4.46508 -2.22356 -0.25967  -0.181
H25 5.48428 0.71497 -2.25517  0.375
C13 -4.61778 1.97958 -1.69581  -0.532
H26 1.45020 0.48762 5.26380  0.259
H27 0.94217 2.35723 3.85669  0.369
H28 3.15005 5.62336 1.82484  0.294
H29 -0.83311 -3.18179 -4.20158  0.226
H30 -1.17519 -0.96798 2.26368  0.112
H31 1.57288 -1.75654 1.82918  0.506
H32 -1.05125 -5.60411 5.22560  0.287
H33 -3.76086 -4.16032 -0.33812  0.236
H34 2.75599 6.45314 0.32028  0.305
C14 -0.52864 -1.28248 1.44444  -0.135
O5 -0.56215 -3.03904 4.14684  -0.368
C15 0.23525 -0.32690 -0.48210  -0.438
H35 5.77955 -0.90308 -2.96961  0.309
H36 -5.34472 2.79175 -1.70204  0.290
C16 1.28495 -0.10181 0.52758  2.169
H37 -2.10713 -1.78413 -6.20333  0.450
C17 4.74458 -0.95362 -1.04326  -0.237
H38 -2.47856 -2.37657 3.45095  0.101
H39 0.35523 -1.15620 -1.17922  -0.222
O6 0.75735 -2.00210 -4.87705  -0.434
H40 2.95000 4.22724 -0.57764  0.433
H41 -5.02519 1.20758 -2.34860  0.372
H42 -5.17553 -2.46200 0.53185  0.422
C18 -3.36281 -3.15380 -0.46679  0.380
H43 -2.30591 3.66674 -0.47394  0.299
C19 3.74062 -0.34799 -3.07761  -0.404
C20 -3.05445 -2.99640 -2.02691  0.181
H44 2.32522 4.22329 4.31384  0.070
H45 5.68045 -1.44196 -0.77166  0.379
C21 0.85214 4.23931 -0.10744  -0.043
C22 -2.49666 2.66050 -0.84701  0.997
C23 3.22302 -1.74670 -2.72084  0.150
H46 0.91491 5.58379 2.53149  0.213
H47 -0.45793 -3.39431 -5.84795  0.316
H48 -0.33188 -0.44938 -6.88204  0.305
C24 -3.25018 2.50854 -2.13837  -0.513
H49 3.10595 0.44287 -2.67783  0.176
C25 -1.43125 -1.51110 -5.39294  0.265
O7 -0.92394 -0.59373 0.26871  -0.257
H50 2.57506 3.47645 0.99290  -0.218
H51 0.88563 -4.34124 4.66148  0.329
H52 -2.31669 -2.99475 5.12463  0.415
C26 0.57651 -0.55529 -4.88086  0.075
C27 0.90094 -0.90228 1.74643  -0.106
H53 2.22797 1.67489 2.83483  -0.465
H54 -2.67748 1.79780 -2.73415  0.027
O8 3.73810 -1.94167 -1.39338  -0.485
C28 1.02883 5.92466 1.50245  -0.424
H55 1.46734 -0.07227 -5.28238  0.269
C29 3.58958 2.84385 5.29423  -0.617
H56 0.34594 -0.10819 -3.91389  -0.128
H57 3.68669 -0.10117 -4.13793  0.440
C30 -1.98449 -3.10623 4.09249  -0.290
H58 0.11708 0.56878 -1.09194  0.405
C31 -0.60817 -0.33738 -5.83360  -0.721
H59 0.80879 4.23321 -1.19656  0.341
H60 -0.93445 -6.25033 3.60415  0.306
H61 -2.98744 -3.94201 -2.56491  0.360
H62 3.65943 3.64545 6.02953  0.301
C32 2.32862 4.29398 0.31540  -0.022
H63 2.23272 -0.41237 0.08782  -0.886
H64 2.13574 -1.79858 -2.66396  -0.249

Cartesian forces (eV/Å) of the 3 atoms listed first:
0.134 -0.389 -0.500
-0.355 -0.047 0.020
0.258 0.081 0.228

- ΔE to the lowest compared entry with this formula, charge and spin (kcal per mole) = 40.8
- gap between HOMO and LUMO (eV) = 9.8
- SMILES = C1CCOC1.C1CCOC1.C1CCOC1.C1CCOC1.C1CCOC1.C1CCOC1.C1CCOC1.C1CCOC1